The ion C3H9N2O with charge +2. Source: the OMol25 dataset; level of theory: ωB97M-V/def2-TZVPD.

Geometry as XYZ:
```
15
Properties=species:S:1:pos:R:3:mulliken_charge:R:1
N 1.912 1.072 0.921 -0.30
C 1.034 -0.124 1.027 -0.68
C -0.041 -0.003 -0.059 0.60
N -1.195 -0.816 0.065 0.02
C -2.057 -1.099 -1.024 -0.64
O 0.105 0.653 -1.041 -0.37
H 2.867 0.938 1.278 0.38
H 2.040 1.356 -0.060 0.37
H 1.526 1.883 1.420 0.37
H 0.571 -0.143 2.005 0.43
H 1.599 -1.030 0.833 0.37
H -1.473 -1.210 0.967 0.37
H -2.358 -0.209 -1.593 0.36
H -1.459 -1.685 -1.751 0.37
H -2.882 -1.709 -0.676 0.34
```

Properties
multiplicity: 2
<S²>: 0.7618
HOMO energy (spin up / spin down): -21.58 / -21.38 eV
largest force on an atom: 0.859 eV Å⁻¹
energy relative to the best compared isomer or geometry (same formula, charge and spin): 0.00 kJ/mol
LUMO (spin up / spin down): -8.533 / -13.393 eV
net charge: +2
total energy: -8264.621 eV

A structure of composition C3H4LaLiO5 at a distorted geometry. Source: the OMol25 dataset; level of theory: ωB97M-V/def2-TZVPD.

Geometry as XYZ:
```
14
Properties=species:S:1:pos:R:3:mulliken_charge:R:1
O 2.869 1.058 -0.122 -0.51
C 1.870 0.266 0.429 -0.67
C 1.825 -1.075 0.113 0.22
O 1.003 -1.943 0.607 -0.66
H 3.524 1.272 0.548 0.32
H 1.503 0.583 1.414 0.41
H 2.450 -1.401 -0.738 0.37
La -1.457 -2.353 1.208 1.36
O -1.047 1.066 -1.026 -0.41
C -2.259 0.716 -0.692 0.96
O -2.453 -0.252 0.144 -0.76
O -3.240 1.261 -1.237 -0.78
Li -4.402 0.080 -0.213 0.87
H -0.186 0.721 -0.436 0.29
```

Properties
multiplicity: 2
<S²>: 0.7511
HOMO energy (spin up / spin down): -10.52 / -10.73 eV
largest force on an atom: 4.016 eV Å⁻¹
LUMO (spin up / spin down): -4.823 / -5.117 eV
net charge: +1
total energy: -14470.900 eV

A cluster of 2 separate species, C3H7NO2 in total. Source: the OMol25 dataset; level of theory: ωB97M-V/def2-TZVPD.

Geometry as XYZ:
```
13
Properties=species:S:1:pos:R:3:mulliken_charge:R:1
N -0.429 -0.620 2.257 -0.59
C 0.779 -0.635 2.090 0.78
O 1.901 -0.633 1.769 -0.39
H -0.884 -0.660 3.156 0.24
C -0.041 -0.494 -1.482 -0.92
C -0.003 0.958 -1.022 -0.28
O -0.998 1.268 -0.069 -0.52
H -1.057 -0.772 -1.779 0.28
H 0.284 -1.178 -0.688 0.23
H 0.626 -0.647 -2.338 0.32
H 1.007 1.198 -0.646 0.23
H -0.198 1.622 -1.872 0.32
H -0.987 0.592 0.625 0.29
```

Properties
multiplicity: 1
SMILES: N=C=O.CCO
HOMO energy: -10.00 eV
largest force on an atom: 0.862 eV Å⁻¹
energy relative to the best compared isomer or geometry (same formula, charge and spin): 112.57 kJ/mol
LUMO: 0.545 eV
total energy: -8809.362 eV